(1)
Computed, not measured: C8H5CuF3NO4 as an isolated structure, with ωB97M-V with the def2-TZVPD basis set.

Geometry as ORCA input:
```
! RIJCOSX wB97M-V def2-TZVPD def2/J DEFGRID3
* xyz 1 2
Cu -0.305 -0.225 -0.075
O 0.977 -0.072 3.898
C 0.764 -0.119 2.613
O -0.262 0.244 2.061
C 1.908 -0.672 1.810
C 3.071 -1.257 2.288
C 3.961 -1.763 1.349
C 3.688 -1.662 -0.011
C 2.505 -1.044 -0.393
N 1.669 -0.584 0.518
C 1.956 -0.805 -1.785
O 2.687 -1.069 -2.835
O 0.840 -0.343 -1.914
H 0.211 0.265 4.385
H 3.270 -1.322 3.348
H 4.871 -2.246 1.678
H 4.387 -2.071 -0.730
H 3.562 -1.427 -2.649
F -2.268 -2.243 0.400
C -0.957 -2.116 0.257
F -0.549 -2.869 -0.774
F -0.364 -2.592 1.372
*
```

Properties
Maximum force: 0.01047 hartree/bohr
Electronic energy: -70842.7841 eV
Expectation value of S²: 0.75
Gap between HOMO and LUMO (alpha / beta): 8.945 / 8.745 eV

Atom charges from the natural (NBO) analysis, given in e for atoms 1 to 8:
1 Cu 1.127
2 O -0.620
3 C 0.802
4 O -0.640
5 C 0.095
6 C -0.155
7 C -0.134
8 C -0.176

---

(2)
Computed, not measured: a 2-piece molecular cluster, C3H8N2O overall in a non-equilibrium geometry, with ωB97M-V with the def2-TZVPD basis set.

Geometry as ORCA input:
```
! RIJCOSX wB97M-V def2-TZVPD def2/J DEFGRID3
* xyz 0 1
C 0.984 0.029 1.508
C -0.065 -0.773 1.628
N -0.163 -2.084 2.005
H 2.005 -0.212 1.776
H 0.973 1.009 1.049
H -0.992 -0.301 1.335
H 0.691 -2.579 2.131
H -0.954 -2.420 2.515
C -0.388 1.850 -2.415
N -0.811 0.553 -2.127
O 0.147 2.206 -3.436
H -0.584 2.605 -1.642
H -0.216 0.163 -1.395
H -0.627 -0.046 -2.933
*
```

Properties
Maximum force: 0.02822 hartree/bohr
Electronic energy: -8267.5324 eV
Structure (SMILES): C=CN.NC=O
Energy above the lowest of the compared OMol25 structures with the same formula, charge and spin: 173.1 kJ/mol
Gap between HOMO and LUMO: 9.564 eV

Atom charges from the natural (NBO) analysis, given in e for atoms 1 to 8:
1 C -0.537
2 C 0.010
3 N -0.816
4 H 0.189
5 H 0.202
6 H 0.184
7 H 0.380
8 H 0.390

---

(3)
Computed, not measured: one molecule with the formula C16H14O4, with ωB97M-V with the def2-TZVPD basis set.

Geometry as ORCA input:
```
! RIJCOSX wB97M-V def2-TZVPD def2/J DEFGRID3
* xyz 0 1
O 2.977 -0.629 -2.196
C 1.770 -0.627 -2.268
C 0.843 0.328 -1.653
C -0.373 0.470 -2.341
C -1.307 1.423 -2.012
C -1.044 2.286 -0.955
C 0.114 2.141 -0.231
C 1.064 1.153 -0.531
O 2.081 1.140 0.366
C 2.899 0.011 0.599
C 2.172 -1.105 1.376
O 0.950 -1.476 0.778
C -0.209 -0.880 1.111
C -0.369 0.072 2.119
C -1.613 0.600 2.400
C -2.734 0.203 1.687
C -2.591 -0.727 0.681
C -1.348 -1.278 0.371
C -1.262 -2.228 -0.736
O -0.271 -2.739 -1.192
H -2.260 -2.452 -1.172
H -3.451 -1.041 0.106
H -3.702 0.623 1.913
H -1.707 1.335 3.186
H 0.479 0.427 2.681
H 2.030 -0.820 2.424
H 2.796 -2.003 1.340
H 3.718 0.388 1.217
H 3.309 -0.385 -0.333
H 0.323 2.780 0.614
H -1.753 3.055 -0.688
H -2.226 1.504 -2.571
H -0.557 -0.190 -3.176
H 1.254 -1.357 -2.915
*
```

Properties
Maximum force: 0.01529 hartree/bohr
Electronic energy: -25007.7021 eV
Structure (SMILES): O=Cc1ccccc1OCCOc1ccccc1C=O
Energy above the lowest of the compared OMol25 structures with the same formula, charge and spin: 0.0 kJ/mol
Gap between HOMO and LUMO: 8.879 eV

Atom charges from the natural (NBO) analysis, given in e for atoms 1 to 8:
1 O -0.549
2 C 0.444
3 C -0.294
4 C -0.145
5 C -0.257
6 C -0.169
7 C -0.271
8 C 0.440

---

(4)
Computed, not measured: a 5-piece molecular cluster, C14H28BFI2O16S4 overall, with ωB97M-V with the def2-TZVPD basis set.

Geometry as ORCA input:
```
! RIJCOSX wB97M-V def2-TZVPD def2/J DEFGRID3
* xyz 0 1
C -1.897 -7.853 -2.239
C -0.907 -6.784 -2.710
C -0.286 -5.975 -1.566
I 0.698 -7.283 -0.176
B 0.738 -4.868 -2.048
F 0.812 -4.703 -3.370
C 1.689 -3.960 -1.167
C 0.975 -2.965 -0.241
C 0.272 -3.588 0.963
I 2.484 -1.610 0.533
H -2.735 -7.957 -2.927
H -2.334 -7.594 -1.272
H -1.428 -8.829 -2.113
H -1.437 -6.053 -3.329
H -0.109 -7.218 -3.316
H -1.093 -5.455 -1.036
H 2.274 -3.374 -1.882
H 2.393 -4.587 -0.612
H 0.276 -2.369 -0.826
H -0.147 -4.566 0.726
H -0.557 -2.951 1.280
H 0.938 -3.717 1.814
C -6.767 -9.722 -3.844
C -5.698 -10.668 -4.355
O -4.635 -10.531 -3.402
S -5.237 -10.257 -1.947
O -5.306 -11.471 -1.219
O -4.587 -9.116 -1.412
O -6.713 -9.870 -2.419
H -6.540 -8.685 -4.095
H -7.762 -9.975 -4.199
H -5.337 -10.408 -5.345
H -6.040 -11.705 -4.349
C 2.838 1.956 1.266
C 2.471 2.529 -0.086
O 1.729 3.715 0.234
S 2.301 4.374 1.567
O 3.191 5.429 1.254
O 1.209 4.592 2.454
O 3.141 3.109 2.067
H 1.998 1.427 1.718
H 3.703 1.299 1.225
H 1.857 1.857 -0.678
H 3.355 2.817 -0.658
C 1.480 6.750 5.783
C 1.110 7.285 4.417
O 0.366 8.483 4.706
S 0.934 9.171 6.025
O 1.841 10.207 5.677
O -0.152 9.423 6.902
O 1.781 7.925 6.553
H 0.642 6.232 6.254
H 2.345 6.093 5.758
H 0.502 6.593 3.843
H 1.995 7.558 3.839
C 1.907 10.738 -0.103
C 2.371 10.565 -1.536
O 2.916 9.240 -1.567
S 2.105 8.292 -0.563
O 1.122 7.566 -1.287
O 3.025 7.628 0.282
O 1.365 9.458 0.244
H 2.739 10.957 0.568
H 1.140 11.500 0.005
H 3.136 11.281 -1.825
H 1.536 10.615 -2.238
*
```

Properties
Maximum force: 0.01540 hartree/bohr
Electronic energy: -110666.1971 eV
Structure (SMILES): CC[C@@H](I)B(F)C[C@@H](C)I.O=S1(=O)OCCO1.O=S1(=O)OCCO1.O=S1(=O)OCCO1.O=S1(=O)OCCO1
Gap between HOMO and LUMO: 9.477 eV

Atom charges from the natural (NBO) analysis, given in e for atoms 1 to 8:
1 C -0.618
2 C -0.422
3 C -0.700
4 I 0.095
5 B 1.149
6 F -0.483
7 C -0.849
8 C -0.231

---

(5)
Computed, not measured: C28H39BN14O4Zr as an isolated structure, with ωB97M-V with the def2-TZVPD basis set.

Geometry as ORCA input:
```
! RIJCOSX wB97M-V def2-TZVPD def2/J DEFGRID3
* xyz 3 2
Zr -0.009 0.240 -0.487
C 1.133 1.690 -3.830
C 0.101 0.617 -3.810
C -0.386 -0.113 -4.896
C -1.316 -0.977 -4.370
N -1.407 -0.759 -3.046
N -0.518 0.214 -2.691
B -2.223 -1.440 -1.937
N -1.274 -2.431 -1.201
C -1.276 -3.769 -1.053
C -0.035 -4.190 -0.644
C 0.737 -3.034 -0.558
C 2.174 -2.924 -0.183
N 0.001 -1.970 -0.888
N -2.860 -0.356 -1.021
C -4.145 -0.244 -0.619
C -4.315 0.946 0.041
C -3.054 1.553 0.031
C -2.662 2.865 0.617
N -2.187 0.776 -0.610
N -3.455 -2.130 -2.644
C -4.302 -1.448 -3.589
C -5.315 -2.286 -3.887
C -5.097 -3.457 -3.125
C -5.865 -4.695 -3.041
N -3.923 -3.280 -2.351
H 1.142 2.171 -4.806
H 2.126 1.275 -3.654
H 0.930 2.457 -3.083
H -0.095 -0.015 -5.928
H -1.907 -1.733 -4.862
H -2.160 -4.346 -1.247
H 0.275 -5.198 -0.434
H 2.796 -3.233 -1.024
H 2.392 -3.590 0.651
H 2.453 -1.906 0.086
H -4.864 -1.020 -0.825
H -5.222 1.329 0.474
H -2.697 3.645 -0.146
H -1.654 2.845 1.031
H -3.356 3.142 1.407
H -4.061 -0.448 -3.910
H -6.132 -2.113 -4.567
H -6.062 -5.079 -4.046
H -6.854 -4.472 -2.620
H -5.375 -5.447 -2.430
N -0.649 -2.533 3.119
C 0.317 -1.452 3.222
C 0.171 -0.560 4.473
C 1.191 0.559 4.670
C 2.641 0.104 4.797
N 3.256 -0.054 3.471
C 4.547 -0.299 3.285
N 5.353 -0.505 4.322
N 5.043 -0.354 2.045
C 0.224 -0.601 1.992
O 1.239 -0.033 1.481
O -0.884 -0.420 1.385
H -1.589 -2.159 3.050
H -0.613 -3.110 3.952
H 1.322 -1.885 3.187
H 0.197 -1.236 5.331
H -0.833 -0.126 4.465
H 0.932 1.094 5.584
H 1.125 1.305 3.872
H 2.694 -0.848 5.334
H 3.208 0.848 5.360
H 2.667 0.079 2.656
H 5.001 -0.497 5.264
H 6.341 -0.651 4.199
H 4.472 -0.101 1.258
H 6.018 -0.529 1.875
O 1.994 0.504 -1.056
N 2.601 1.627 -0.862
N 1.813 2.522 -0.474
O 0.530 2.218 -0.323
C 2.236 3.903 -0.288
C 3.589 4.199 -0.347
C 3.964 5.523 -0.189
C 3.002 6.505 0.022
C 1.658 6.172 0.080
C 1.255 4.851 -0.075
H 4.328 3.432 -0.522
H 5.012 5.784 -0.235
H 3.306 7.536 0.140
H 0.913 6.938 0.243
H 0.211 4.581 -0.035
*
```

Properties
Maximum force: 0.01210 hartree/bohr
Electronic energy: -60659.3037 eV
Energy above the lowest of the compared OMol25 structures with the same formula, charge and spin: 34.2 kJ/mol
Expectation value of S²: 0.76
Gap between HOMO and LUMO (alpha / beta): 8.212 / 5.019 eV

Atom charges from the Löwdin analysis, given in e for atoms 1 to 8:
1 Zr 1.936
2 C -0.001
3 C -0.280
4 C 0.036
5 C -0.023
6 N 0.005
7 N -0.033
8 B -0.607

---

(6)
Computed, not measured: H2O7S2 as an isolated structure in a non-equilibrium geometry, with ωB97M-V with the def2-TZVPD basis set.

Geometry as ORCA input:
```
! RIJCOSX wB97M-V def2-TZVPD def2/J DEFGRID3
* xyz 0 1
O 3.610 0.849 0.090
O 1.713 -0.578 0.609
O -0.319 0.126 1.189
O -2.680 -0.036 0.017
O 1.668 0.593 -1.410
O -1.871 -1.100 -0.625
O 0.348 0.130 -1.354
S 2.196 0.907 0.130
S 0.159 -0.799 0.011
H -3.571 -0.401 0.066
H -1.254 0.310 1.278
*
```

Properties
Maximum force: 0.06770 hartree/bohr
Electronic energy: -36026.3036 eV
Energy above the lowest of the compared OMol25 structures with the same formula, charge and spin: 0.0 kJ/mol
Gap between HOMO and LUMO: 9.541 eV

Atom charges from the natural (NBO) analysis, given in e for atoms 1 to 8:
1 O -0.865
2 O -0.874
3 O -0.871
4 O -0.554
5 O -0.420
6 O -0.533
7 O -0.372
8 S 1.731

---

(7)
Computed, not measured: one molecule with the formula C5H9NS in a non-equilibrium geometry, with ωB97M-V with the def2-TZVPD basis set.

Geometry as ORCA input:
```
! RIJCOSX wB97M-V def2-TZVPD def2/J DEFGRID3
* xyz 0 1
C 2.586 -0.718 -0.002
C 1.030 -0.486 -0.052
C -0.031 -1.194 0.200
C -1.448 -0.378 0.377
C -0.989 1.065 0.620
H 2.741 -1.669 0.559
H 2.903 0.133 0.791
H 3.114 -0.718 -1.148
H -0.049 -2.268 0.607
H -1.811 -0.870 1.409
H -3.064 -1.328 -0.195
H -1.852 -1.044 -1.468
H -0.934 1.618 1.590
H -1.514 1.346 -0.318
N -2.413 -0.437 -0.607
S 0.654 1.133 -0.277
*
```

Properties
Maximum force: 0.15358 hartree/bohr
Electronic energy: -17652.0950 eV
Structure (SMILES): CC1=C[C@H](N)CS1
Energy above the lowest of the compared OMol25 structures with the same formula, charge and spin: 395.4 kJ/mol
Gap between HOMO and LUMO: 8.826 eV

Atom charges from the natural (NBO) analysis, given in e for atoms 1 to 8:
1 C -0.651
2 C -0.210
3 C -0.262
4 C -0.075
5 C -0.565
6 H 0.224
7 H 0.242
8 H 0.245

---

(8)
Computed, not measured: a 6-piece molecular cluster, C5H24N2O5 overall in a non-equilibrium geometry, with ωB97M-V with the def2-TZVPD basis set.

Geometry as ORCA input:
```
! RIJCOSX wB97M-V def2-TZVPD def2/J DEFGRID3
* xyz 2 1
C -0.989 -2.992 0.847
C 0.068 -2.112 0.163
C 0.000 -0.719 0.817
C -0.888 0.249 0.096
C -0.789 1.550 0.259
N -1.686 2.579 -0.282
N 1.438 -2.745 0.271
H -0.874 -3.992 0.426
H -0.964 -2.939 1.927
H -1.983 -2.696 0.514
H -0.201 -2.028 -0.886
H 1.014 -0.287 0.825
H -0.143 -0.774 1.897
H -1.683 -0.181 -0.504
H 0.083 2.005 0.711
H -2.457 2.211 -0.887
H -1.140 3.161 -0.865
H -1.986 3.133 0.527
H 1.806 -2.658 -0.681
H 1.303 -3.724 0.373
H 2.060 -2.298 0.965
H -2.519 3.467 3.163
H -2.278 1.986 3.390
O -1.988 2.725 2.856
H 2.953 3.422 -1.952
H 1.882 3.663 -2.915
O 2.124 3.014 -2.239
H -2.917 1.485 -3.134
H -3.663 0.526 -2.202
O -2.925 1.151 -2.232
H 3.728 -0.684 1.388
H 3.628 -1.477 2.713
O 3.108 -1.123 1.979
H 2.052 -0.246 -2.655
H 2.809 -1.561 -2.481
O 2.019 -1.091 -2.190
*
```

Properties
Maximum force: 0.04671 hartree/bohr
Electronic energy: -18777.5374 eV
Energy above the lowest of the compared OMol25 structures with the same formula, charge and spin: 0.0 kJ/mol
Gap between HOMO and LUMO: 11.507 eV

Atom charges from the natural (NBO) analysis, given in e for atoms 1 to 8:
1 C -0.628
2 C -0.041
3 C -0.470
4 C -0.156
5 C -0.022
6 N -0.703
7 N -0.696
8 H 0.222